Entry from OMol25: 4 unconnected molecules or ions with the total composition C2H12NO3 at a distorted geometry (ωB97M-V with the def2-TZVPD basis set).

Geometry as ORCA input:
```
! RIJCOSX wB97M-V def2-TZVPD def2/J DEFGRID3
* xyz 0 2
C -0.9771 -1.4572 -0.1533
C -2.2454 -1.6151 0.3415
N -0.5637 -0.3580 -1.0087
H -0.1665 -2.1378 0.0625
H -2.5595 -2.4444 0.9603
H -3.0709 -0.9318 0.1549
H -0.8849 0.5734 -0.6726
H 0.4452 -0.3576 -0.9705
H -0.8717 -0.4516 -1.9909
H 2.0563 2.2284 -1.0330
H 2.8290 0.8712 -0.6205
O 2.2112 1.2937 -1.2355
H 2.8378 -1.4182 0.2881
H 3.5386 -0.5364 1.1957
O 2.7339 -0.5488 0.6949
H -2.5026 2.4469 1.0857
H -1.2317 2.5759 1.8825
O -1.5781 2.2675 1.0187
*
```

Values from the calculation:
E_tot: -9897.1603 eV
E_LUMO (spin up / spin down): 0.0111 / 0.0090 Eh
molar mass: 98.1 u
Kohn-Sham gap (spin up / spin down): 3.30 / 7.87 eV
⟨S²⟩: 0.754